Record 1
120
Properties=species:S:1:pos:R:3:forces:R:3 method="wB97M-V/def2-TZVPD" total_charge=-1 homo_lumo_gap_ha=0.209 total_energy_ev=-1202416.3016 max_force_ev_per_a=4.49 molar_mass_g_mol=1960.90 e_homo_ev=-4.28
Br 3.0223 -0.7727 6.1642 0.1 0.0 0.1
Br -1.5754 4.5041 -4.6875 -0.1 0.0 0.0
Br -3.1613 -2.9630 -6.4444 -0.1 0.0 0.1
Br -9.3659 -1.2036 9.1012 0.1 0.0 -0.1
Br -0.0984 -0.0029 4.2244 -0.1 0.0 -0.1
Br -3.3501 -3.4379 -0.7509 0.0 0.0 -0.1
Br -3.7241 0.0818 -4.4588 0.0 0.0 -0.1
Br -8.7793 -4.1777 7.0029 0.0 0.0 0.1
Br 0.7999 7.3043 -4.7667 0.0 -0.1 0.1
Br 3.3633 -3.0122 -0.7696 2.1 -3.6 -1.6
Br -3.1027 0.0227 2.0564 0.1 -0.1 -0.1
Br -3.2271 -0.0517 7.7144 -0.2 0.1 0.3
Br 5.6639 -1.7920 8.5430 0.0 -0.1 0.0
Br 5.9786 -5.6142 -0.2843 -0.1 0.0 0.0
Br -1.1895 -5.6472 -2.7501 0.0 -0.1 0.1
Br -6.1789 -0.0200 5.5153 0.1 -0.1 0.0
S 3.9939 0.7705 2.9857 0.1 -0.1 0.5
P 2.5192 2.8583 -2.9454 -0.8 1.4 -2.1
P 4.7287 0.9548 1.1607 0.0 -0.3 0.0
O 3.9569 3.6988 -3.0178 -1.5 -0.8 0.6
O 2.2305 1.3800 -0.0110 -1.3 0.1 -0.4
O 4.7302 -0.0544 -3.5576 -1.2 -0.1 -0.3
O 4.0669 1.5120 -1.3956 -0.3 -0.2 -0.9
O 2.5025 -0.1189 -4.4648 1.1 0.8 0.7
O 3.9703 6.1373 1.3118 -0.3 0.8 -0.7
O 1.9840 2.8093 -4.3472 0.4 -0.3 1.0
O 1.5916 -1.6474 1.2342 1.0 -0.1 0.5
O 1.5148 3.7823 -2.0396 1.4 -0.8 0.0
N 2.4796 -0.7994 -0.8155 -1.6 1.8 2.1
C -1.9430 -0.4842 4.6303 0.5 -0.1 -0.2
C 2.1667 -1.2036 0.3290 -2.3 1.8 -1.8
C -0.3615 -0.7283 -1.4992 0.2 0.6 -0.5
C -0.3353 1.5164 -0.3835 -0.1 0.0 -0.1
C 4.7024 6.8493 0.3374 0.9 0.1 -0.4
C 5.4005 -2.2839 6.6727 0.2 0.1 0.0
C -2.5980 -1.2042 3.4800 -0.3 0.1 0.0
C -3.8213 -4.9551 -1.8774 -0.1 0.2 0.3
C -4.7693 -1.8766 -6.2595 0.1 -0.2 -0.3
C 0.1773 -1.7782 -2.5233 -0.6 -0.8 0.6
C 2.6614 5.7674 0.8669 -0.7 -1.3 0.3
C 4.3813 -5.6474 -1.3989 0.3 -0.1 -0.3
C 2.4844 4.2069 0.9868 0.8 1.0 0.3
C -10.1243 -1.6761 7.3704 -0.1 0.1 0.2
C 3.7626 3.5342 0.3742 -0.7 0.1 0.6
C -0.8016 -2.1335 -3.6884 1.3 -0.6 -0.3
C -10.4109 -3.1520 7.2814 0.1 -0.1 -0.2
C -5.7027 -1.2561 6.9448 -0.3 0.1 0.0
C -5.0701 -0.5378 8.1070 0.3 -0.1 0.1
C 2.9353 1.1896 -2.1921 -0.2 0.4 0.4
C 3.1398 -0.3209 -5.7248 -0.8 -0.4 -1.3
C -4.4312 -0.4107 -6.2015 -0.1 0.2 0.3
C 0.5728 5.8245 -6.0150 0.1 0.1 -0.1
C 4.9093 -1.1190 5.8542 -0.2 -0.1 -0.1
C -2.8095 -6.0657 -1.7587 0.1 -0.1 -0.3
C -0.8832 5.4886 -6.2113 0.0 -0.3 0.1
C 0.3855 0.6516 -1.4748 -1.0 -0.3 0.8
C 4.1220 -4.3021 -2.0326 -0.3 -0.2 0.6
C 1.9044 0.5465 -1.1149 1.8 2.7 0.0
B 3.3595 0.2954 -3.4603 0.6 -0.9 -0.2
B 3.5577 1.9825 -0.0867 0.6 -0.6 0.2
H -5.2921 -2.2290 -5.3748 0.1 0.1 0.0
H -1.8601 -2.1973 -3.3865 0.5 0.3 -0.1
H 3.5633 -5.9844 -0.7694 0.0 0.1 0.0
H -10.8854 -3.5485 8.1744 0.0 0.1 0.0
H -11.0470 -1.1026 7.2984 0.0 -0.1 0.0
H -5.0166 -1.1920 8.9757 -0.1 0.0 -0.1
H 5.3524 6.1531 -0.2415 -0.4 0.3 0.2
H 4.6157 3.0868 -3.3774 0.1 0.1 0.2
H -3.1914 -6.9816 -2.2076 0.0 0.1 0.0
H 0.0648 2.5397 -0.3220 -0.1 -0.5 -0.1
H 6.0082 1.5960 1.1344 -0.1 -0.5 0.0
H 4.5138 3.5278 1.1977 -0.3 0.3 -0.6
H -0.6385 -1.4773 -4.5693 -0.5 -0.1 0.6
H -9.4262 -1.3289 6.6128 0.0 -0.1 0.0
H 4.5840 -6.4015 -2.1604 0.0 0.0 0.0
H -1.0093 4.8243 -7.0649 0.1 0.0 0.0
H 3.3735 -4.3922 -2.8193 0.0 0.0 0.0
H 1.1533 4.9886 -5.6249 -0.1 0.0 0.0
H -1.9595 -1.9617 3.0329 0.1 0.1 0.0
H 4.9459 -0.7103 -2.8834 0.2 0.4 0.3
H 2.3708 -0.1079 -6.4999 0.4 -0.1 0.5
H 1.1706 -1.5093 -2.9222 -0.5 0.0 0.1
H 6.3802 -2.6082 6.3253 0.0 0.0 0.0
H -1.5159 6.3624 -6.3421 0.1 0.0 0.0
H 0.2285 1.1616 -2.4499 0.5 -0.4 0.4
H 4.0774 7.3957 -0.3964 0.0 -0.3 0.4
H -5.5885 0.3775 8.3782 0.0 -0.1 -0.1
H -3.9197 -4.5771 -2.8920 0.1 -0.1 0.0
H -5.0564 -2.0111 6.5057 0.0 0.1 0.1
H 1.0160 6.1684 -6.9484 -0.1 0.0 0.0
H -11.0344 -3.3684 6.4156 0.0 0.1 0.0
H -0.3736 -1.0951 -0.4508 0.1 -0.1 -0.7
H 2.4791 6.0127 -0.2014 0.3 0.2 0.5
H -5.3271 0.1956 -6.3273 0.0 -0.1 0.0
H -5.3666 -2.0983 -7.1427 0.0 0.1 0.0
H 3.9805 0.3626 -5.9262 -0.2 -0.4 0.4
H 1.9368 6.3063 1.5193 0.2 -0.3 -0.5
H 5.3817 7.6002 0.7981 -0.5 -0.5 0.1
H -2.4559 0.4314 4.9075 -0.1 -0.1 -0.1
H 4.9828 -1.3395 4.7898 0.0 0.1 0.0
H 4.7175 -3.1284 6.6632 0.0 0.1 0.0
H -1.8788 -1.1372 5.4967 -0.1 0.0 -0.1
H 0.3248 -2.7266 -1.9557 0.1 0.5 -0.3
H 1.4784 4.6883 -2.3800 0.0 -0.1 -0.1
H -1.4211 1.6021 -0.6002 0.5 -0.2 -0.1
H 2.4151 3.9754 2.0666 0.0 -0.2 -0.5
H -1.4233 -0.5130 -1.7553 0.6 -0.1 0.2
H -2.5120 -6.2665 -0.7333 -0.1 0.1 0.0
H 5.4384 -0.1942 6.0638 0.0 -0.1 0.0
H 4.9646 -0.3442 0.5939 0.3 0.5 0.1
H 1.5427 3.8857 0.5125 0.5 0.2 0.1
H -4.7950 -5.2857 -1.5187 0.0 -0.1 0.0
H -6.6415 -1.7185 7.2478 0.0 0.0 0.1
H -3.6917 -0.1146 -6.9404 0.0 -0.1 0.0
H -0.5089 -3.1592 -4.0385 -0.4 0.8 0.1
H 4.1783 4.1960 -0.4115 -0.2 -0.5 0.1
H -0.2297 1.0422 0.6108 0.0 0.3 -0.5
H 3.4351 -1.3796 -5.8873 0.1 0.6 0.4
H 5.0206 -3.8458 -2.4395 0.0 -0.1 0.1
H -3.5336 -1.6629 3.8004 0.0 0.0 0.0



Record 2
107
Properties=species:S:1:pos:R:3:forces:R:3 method="wB97M-V/def2-TZVPD" total_charge=+1 homo_lumo_gap_ha=0.285 total_energy_ev=-81998.5155 max_force_ev_per_a=0.97 molar_mass_g_mol=720.64 e_homo_ev=-11.01
S 2.4912 -4.8350 5.3920 0.0 0.0 0.0
P 3.2313 -4.3097 3.6927 0.0 0.0 0.1
O 3.0718 1.6120 3.5283 -0.2 0.0 0.1
O -4.8748 6.1852 -6.7477 0.0 0.0 0.0
O 1.6132 1.1695 1.9709 -0.1 0.0 0.1
O -8.0351 -2.4707 -0.6991 0.0 -0.1 0.0
O -2.4468 0.4354 -2.1622 0.0 0.1 -0.1
O -1.1202 2.1146 -2.6124 0.0 0.0 0.0
O 7.0789 -2.3386 2.4432 0.1 -0.5 0.1
O -6.0880 -2.7548 -1.6552 0.1 0.1 0.1
O 7.2170 -3.5005 4.5258 -0.9 0.0 0.2
O -1.0084 1.8225 -8.1339 -0.1 -0.1 0.0
O -2.2562 3.1965 -6.9740 0.1 -0.1 0.0
O -5.6917 6.2125 -4.7151 0.0 -0.1 0.0
O 6.9044 -2.6696 9.9488 0.0 0.0 0.0
O 6.3487 -4.7906 9.9319 -0.1 0.0 0.0
N 2.5682 -1.7732 4.4206 -0.1 0.2 -0.1
C -6.6918 -2.4485 -0.6614 -0.1 0.0 -0.1
C -4.9586 7.1026 -2.5586 0.0 0.0 0.0
C 6.1148 -6.0260 9.2439 0.0 0.0 0.0
C 3.9639 -1.7270 2.5510 -0.2 0.2 -0.2
C 7.3762 -6.8499 9.1015 0.0 0.0 0.0
C -2.6315 -1.8920 -2.8958 0.1 0.0 0.0
C -2.5886 3.3274 -9.3144 0.0 0.0 0.0
C 7.2653 -3.7573 7.8746 -0.1 0.0 0.0
C -1.7996 1.2196 -3.0509 0.1 0.0 0.1
C 2.1064 3.5302 2.5181 0.0 0.0 0.0
C -3.2932 5.6694 -5.0534 -0.1 -0.1 0.0
C 2.2827 2.0519 2.7161 0.1 -0.1 -0.1
C 1.2011 1.9894 -0.3095 0.1 0.0 0.0
C 6.8198 -3.6864 9.3173 0.1 0.0 0.1
C -5.5789 5.9463 -3.3143 0.0 0.0 0.0
C -0.6485 1.1867 -9.3719 0.0 0.0 0.0
C -9.0686 -0.7508 0.7017 0.0 0.0 0.0
C -8.8562 -2.2279 0.4536 0.0 0.0 0.0
C -1.9004 0.9446 -4.5266 -0.2 0.1 0.0
C -5.9806 -1.9916 0.5920 0.0 -0.1 0.0
C 2.8508 -2.5617 3.2092 0.0 0.1 -0.1
C 0.3445 2.0063 -10.1655 0.0 0.0 0.0
C 3.4199 -0.8450 4.6478 0.0 0.1 -0.1
C -4.6627 6.0248 -5.5774 -0.1 0.1 0.0
C 5.7839 -1.4097 4.4936 0.2 0.0 0.1
C 4.5529 -0.8788 3.6942 0.3 0.1 0.1
C -3.3536 -0.6045 -2.5742 -0.1 -0.1 0.0
C -1.9598 2.7735 -8.0619 0.0 0.1 0.0
C 0.5998 1.5728 1.0070 0.0 0.0 0.0
B 6.7374 -2.4656 3.7720 0.2 0.4 -0.1
H 2.9117 3.8750 1.8675 0.0 0.0 0.0
H -5.7336 -0.9357 0.4690 0.0 0.0 0.0
H 4.6320 -4.3456 3.5646 0.0 0.0 0.0
H -2.7103 6.5889 -4.9832 0.0 0.0 0.0
H 7.8116 -7.0407 10.0817 0.0 0.0 0.0
H 4.7043 -2.2867 1.9837 0.0 -0.2 0.2
H 6.4112 -0.5420 4.7301 -0.1 0.0 0.1
H 7.0478 -2.7970 7.4152 0.1 0.0 0.0
H 4.7355 0.1423 3.3733 0.1 -0.1 -0.1
H -8.4478 -2.7380 1.3266 0.0 0.0 0.0
H 7.1450 -7.8074 8.6333 0.0 0.0 0.0
H -3.9333 7.2857 -2.8796 0.0 0.0 0.0
H -6.6073 5.7893 -2.9915 0.0 0.0 0.0
H -1.8815 1.8928 -5.0580 0.1 0.0 0.0
H 7.6108 -1.5901 2.1690 -0.2 0.2 -0.1
H -9.7983 -2.7142 0.2087 0.0 0.0 0.0
H -1.5416 0.9509 -9.9507 0.0 0.0 0.0
H 7.1463 -4.3858 4.1659 0.7 -0.1 -0.3
H 8.3455 -3.9034 7.8515 0.0 0.0 0.0
H -4.0130 -0.7474 -1.7205 0.0 0.0 0.0
H 1.7786 -1.9870 5.0210 0.1 0.0 0.0
H -5.0395 5.0137 -3.1420 0.0 0.0 0.0
H 3.4743 -1.0477 1.8501 0.1 0.0 0.0
H 1.7958 1.1779 -0.7305 0.0 0.0 0.0
H -5.0526 -2.5524 0.6673 0.0 0.0 0.0
H -2.8347 5.0186 -5.7919 0.1 0.0 0.0
H 0.6381 1.4631 -11.0644 0.0 0.0 0.0
H 6.7979 -4.5451 7.2914 0.0 0.0 0.0
H 3.3210 -0.1754 5.4929 0.0 -0.1 0.0
H 5.4881 -1.8260 5.4618 0.0 0.0 0.0
H -8.1328 -0.2405 0.9316 0.0 0.0 0.0
H -0.0767 2.9642 -10.4700 0.0 0.0 0.0
H -4.9489 6.8877 -1.4890 0.0 0.0 0.0
H -0.2058 0.2418 -9.0615 0.0 0.0 0.0
H -3.9743 -0.2636 -3.4012 0.0 0.0 0.0
H 1.9544 -2.5873 2.5877 0.0 0.0 0.1
H -9.5066 -0.2816 -0.1786 0.0 0.0 0.0
H -2.0514 -2.2212 -2.0327 0.0 0.0 0.0
H 5.6346 -5.8435 8.2808 0.0 0.0 0.0
H -5.5365 8.0115 -2.7243 0.0 0.0 0.0
H 1.2363 2.1984 -9.5696 0.0 0.0 0.0
H 2.2249 4.0150 3.4831 0.0 0.0 0.0
H -9.7481 -0.6103 1.5429 0.0 0.0 0.0
H -1.0277 0.3648 -4.8299 0.0 0.0 0.0
H -2.7939 0.4014 -4.8191 0.0 0.0 0.0
H -1.9494 -1.7736 -3.7385 0.0 0.0 0.0
H -3.2852 5.1822 -4.0826 0.0 0.0 0.0
H -3.3584 -2.6664 -3.1405 0.0 0.0 0.0
H 1.8431 2.8648 -0.2041 0.0 0.0 0.0
H 2.8164 -4.9930 2.5389 0.1 0.0 0.0
H -2.0636 4.2500 -9.5666 0.0 0.0 0.0
H 5.3903 -6.5423 9.8711 0.0 0.0 0.0
H 8.1228 -6.3419 8.4905 0.0 0.0 0.0
H -0.0292 2.3467 1.4438 0.0 0.0 0.0
H -3.6170 3.5892 -9.0797 0.0 0.0 0.0
H -6.5507 -2.1044 1.5087 0.0 0.0 0.0
H -2.5606 2.6663 -10.1746 0.0 0.0 0.0
H -0.0152 0.6829 0.8916 0.0 0.0 0.0
H 1.1601 3.8169 2.0724 0.0 0.0 0.0
H 0.3967 2.2268 -1.0057 0.0 0.0 0.0